1.
25
Properties=species:S:1:pos:R:3:nbo_charge:R:1 method="wB97M-V/def2-TZVPD" gap_ev=10.088 smiles="CC1=NC(=[NH2+])N(N)C(C)(C)N1" e_above_lowest_ev=2.182 lumo_energy_ev=-3.228 spin_multiplicity=1 charge=+1
C 3.2279 -0.6386 0.2437 -0.70
C 1.9122 -0.1402 0.0152 0.55
N 1.7491 1.1642 0.2195 -0.59
C 0.5671 1.7366 0.1480 0.64
N 0.5613 3.0506 0.0929 -0.73
N -0.5304 1.0632 -0.1283 -0.26
N -1.7448 1.7764 -0.1373 -0.63
C -0.5602 -0.4609 -0.0299 0.31
C -1.4335 -0.8936 -1.3074 -0.67
C -1.0188 -0.7863 1.3222 -0.64
N 0.8116 -0.8174 -0.2115 -0.57
H 3.7110 -1.2941 -0.5915 0.27
H 3.2023 -1.3398 1.0663 0.26
H 3.9032 0.2745 0.6479 0.29
H 1.4327 3.5621 0.1037 0.44
H -0.3451 3.4762 0.0328 0.43
H -1.9750 1.7672 0.8421 0.37
H -2.3220 1.2525 -0.7613 0.39
H -1.2278 -0.1755 -2.1429 0.24
H -2.5540 -0.8708 -1.1881 0.24
H -1.2112 -1.9346 -1.7757 0.26
H -0.4385 -0.4424 2.1012 0.24
H -0.9790 -1.9383 1.3870 0.24
H -2.1164 -0.3849 1.4357 0.23
H 0.8591 -1.7984 -0.3809 0.41


2.
22
Properties=species:S:1:pos:R:3:nbo_charge:R:1 method="wB97M-V/def2-TZVPD" gap_ev=6.190 smiles=CCN(CC)CC[O-] e_above_lowest_ev=2.825 lumo_energy_ev=3.801 spin_multiplicity=1 charge=-1
C 0.3929 1.3332 -2.2707 -0.59
C -0.6236 0.8117 -1.3217 -0.22
N 0.1141 0.1573 -0.2245 -0.47
C -0.5526 -1.1119 0.1814 -0.26
C 0.2793 -2.3265 -0.1413 -0.62
C 0.2829 1.0518 1.0006 -0.28
C 0.3301 0.3889 2.4229 -0.08
O -1.0091 0.0948 2.8331 -1.00
H 1.1211 1.8913 -1.6856 0.21
H 0.9300 0.3648 -2.8658 0.18
H -0.0438 1.8649 -3.1533 0.19
H -1.2725 0.1394 -1.7996 0.18
H -1.4276 1.5899 -0.8292 0.16
H -0.8393 -1.0862 1.1874 0.28
H -1.6464 -1.1839 -0.1655 0.15
H 0.3482 -3.0738 0.5568 0.20
H 1.2554 -1.9956 -0.3101 0.21
H 0.0871 -2.7380 -1.0664 0.18
H -0.6412 1.5694 1.2644 0.21
H 1.1655 1.6517 0.6948 0.16
H 1.0340 -0.4937 2.5698 0.10
H 0.7153 1.1006 3.1224 0.13


3.
22
Properties=species:S:1:pos:R:3:nbo_charge:R:1 method="wB97M-V/def2-TZVPD" gap_ev=5.884 e_above_lowest_ev=4.337 lumo_energy_ev=3.514 spin_multiplicity=1 charge=-1
C 0.6256 1.3722 0.2470 -0.42
C 0.4660 1.8084 -1.2181 -0.64
C -0.5291 0.3556 0.5638 -0.25
N -1.9080 0.8982 0.1688 -0.62
C -2.8888 -1.2526 -0.4593 -0.72
C -2.4584 -0.1697 0.5153 0.35
C 3.2071 -1.8762 0.0036 -0.19
O 2.7087 -0.6659 0.3699 -1.00
H 0.5583 2.2085 0.9481 0.16
H 1.5533 0.8050 0.3950 0.32
H 1.0631 1.1398 -1.8430 0.21
H -0.5969 1.7095 -1.4372 0.22
H 0.7036 2.8306 -1.5198 0.19
H -0.1886 -0.4282 -0.1128 0.19
H -0.4003 0.0411 1.6083 0.20
H 2.9010 -2.2106 -1.0177 0.08
H -3.5551 -1.8500 0.1803 0.19
H -3.4221 -0.7715 -1.2746 0.23
H -2.1480 -1.9749 -0.7683 0.25
H -2.6605 -0.4379 1.5746 0.09
H 2.8861 -2.7382 0.6548 0.07
H 4.3188 -1.8775 0.1022 0.08


4.
22
Properties=species:S:1:pos:R:3:nbo_charge:R:1 method="wB97M-V/def2-TZVPD" gap_ev=6.532 smiles=CCCN[C@H](C)C[O-] e_above_lowest_ev=2.521 lumo_energy_ev=3.906 spin_multiplicity=1 charge=-1
C 2.6461 1.6745 0.5154 -0.64
C 2.3575 0.5782 -0.4692 -0.41
C 1.3490 -0.4713 0.1497 -0.21
N 0.0119 0.1712 0.3023 -0.73
C -0.9869 -0.3837 -0.6844 -0.06
C -1.8672 0.8724 -1.0439 -0.62
C -1.8654 -1.4136 0.0088 -0.04
O -1.7579 -1.2296 1.3133 -0.94
H 1.6128 2.1977 0.5860 0.24
H 3.3576 2.4043 0.2008 0.19
H 2.8813 1.3603 1.5284 0.20
H 1.6426 0.8795 -1.3734 0.20
H 3.2886 0.1465 -1.0026 0.18
H 1.7649 -0.7284 1.2113 0.16
H 1.2167 -1.3434 -0.4597 0.18
H -0.4041 -0.1712 1.2779 0.44
H -0.5707 -0.9724 -1.7390 0.15
H -2.0545 1.4492 -0.1787 0.21
H -2.8639 0.5753 -1.2969 0.19
H -1.2067 1.5611 -1.7688 0.18
H -1.4725 -2.5208 -0.2892 0.04
H -3.0109 -1.3382 -0.1763 0.10